Molecular formula: C36H56F6O18S2
Method: DFT, the ωB97M-V functional and the def2-TZVPD basis

Structure (XYZ):
```
118
Properties=species:S:1:pos:R:3:lowdin_charge:R:1
C 6.527 -0.263 -0.407 -0.05
C 5.324 -1.217 -0.528 -0.15
O 5.597 -2.388 0.321 0.05
C 4.975 -3.469 -0.084 -0.43
O 4.363 -3.730 -1.069 0.17
C 4.963 -4.455 1.052 -0.52
F 5.986 -4.272 1.908 0.16
F 3.815 -4.420 1.718 0.18
F 5.112 -5.731 0.577 0.13
H 7.477 -0.609 -0.824 0.07
H 6.714 -0.268 0.707 0.10
H 6.140 0.677 -0.816 0.08
H 5.213 -1.667 -1.505 0.12
H 4.564 -0.693 0.007 0.10
C -1.371 4.483 -6.526 -0.05
C -0.755 4.829 -5.168 -0.20
O 0.032 3.750 -4.679 0.04
C 0.769 4.001 -3.612 -0.37
O 0.817 5.134 -3.125 0.10
C 1.449 2.722 -3.077 -0.55
F 2.340 2.304 -4.008 0.16
F 2.032 2.896 -1.918 0.19
F 0.506 1.787 -2.938 0.16
H -0.672 4.244 -7.334 0.08
H -1.897 5.320 -6.926 0.06
H -2.065 3.653 -6.473 0.07
H -1.405 5.129 -4.345 0.10
H -0.084 5.705 -5.342 0.14
O -0.896 3.628 -1.226 -0.31
S -2.026 4.522 -1.339 0.66
O -2.801 4.637 -2.520 -0.30
C -3.102 4.174 0.027 -0.20
C -2.378 4.897 1.166 -0.20
C -2.029 6.262 0.571 -0.23
C -1.446 6.107 -0.809 -0.21
H -3.226 3.099 0.195 0.09
H -4.037 4.592 -0.159 0.09
H -3.094 5.133 1.991 0.13
H -1.493 4.402 1.548 0.11
H -1.437 6.805 1.283 0.11
H -2.894 6.856 0.519 0.10
H -0.345 6.095 -0.910 0.11
H -1.697 6.883 -1.510 0.10
O -1.605 -0.352 0.052 -0.27
S -0.465 -0.278 0.854 0.66
O -0.520 -0.578 2.271 -0.33
C 0.796 -1.339 0.073 -0.19
C 1.739 -0.402 -0.644 -0.17
C 1.859 0.877 0.229 -0.16
C 0.425 1.250 0.647 -0.19
H 0.335 -2.052 -0.589 0.08
H 1.201 -1.923 0.863 0.09
H 2.685 -0.936 -0.863 0.11
H 1.247 -0.245 -1.591 0.07
H 2.108 1.668 -0.359 0.05
H 2.540 0.868 1.110 0.10
H -0.111 1.770 -0.184 0.09
H 0.320 1.752 1.636 0.12
O -0.271 1.447 5.362 0.11
C -1.279 1.235 4.775 -0.55
C -2.224 0.112 5.160 -0.09
C -3.515 0.568 4.565 -0.15
C -3.171 1.636 3.484 -0.07
O -1.712 1.965 3.743 0.00
H -1.796 -0.782 4.594 0.13
H -2.183 -0.112 6.213 0.12
H -4.153 -0.233 4.138 0.12
H -4.039 1.173 5.327 0.12
H -3.200 1.265 2.410 0.12
H -3.700 2.560 3.530 0.10
O 3.822 0.337 2.698 0.12
C 3.336 -0.457 3.434 -0.46
C 2.511 -0.296 4.683 -0.09
C 1.845 -1.590 4.773 -0.19
C 2.843 -2.607 4.192 -0.15
O 3.640 -1.797 3.313 0.00
H 3.268 -0.136 5.522 0.17
H 1.780 0.463 4.515 0.10
H 1.537 -1.919 5.758 0.11
H 0.883 -1.577 4.073 0.14
H 3.420 -3.057 4.985 0.12
H 2.278 -3.357 3.599 0.12
O -4.485 0.975 0.324 0.11
C -4.237 0.342 -0.637 -0.53
C -3.649 0.922 -1.976 -0.02
C -3.228 -0.383 -2.824 -0.11
C -3.743 -1.478 -1.947 -0.16
O -4.558 -0.937 -0.848 0.02
H -4.419 1.569 -2.443 0.13
H -2.735 1.485 -1.815 0.09
H -3.638 -0.377 -3.802 0.09
H -2.143 -0.482 -2.966 0.10
H -4.429 -2.202 -2.406 0.13
H -2.996 -2.149 -1.525 0.09
O 0.631 -0.936 -3.533 0.08
C 0.906 -2.119 -3.407 -0.52
C 0.020 -3.314 -3.458 -0.10
C 0.921 -4.427 -3.029 -0.14
C 2.192 -3.947 -3.761 -0.11
O 2.165 -2.519 -3.466 0.04
H -0.959 -3.017 -3.060 0.12
H -0.067 -3.406 -4.523 0.13
H 1.165 -4.464 -1.953 0.12
H 0.617 -5.409 -3.410 0.12
H 3.049 -4.240 -3.257 0.09
H 2.051 -4.155 -4.821 0.13
O -1.076 -4.222 -0.664 0.10
C -1.453 -4.314 0.472 -0.43
C -2.837 -3.868 1.098 -0.02
C -2.419 -3.922 2.628 -0.15
C -1.370 -5.030 2.685 -0.14
O -0.634 -4.807 1.450 0.00
H -3.209 -2.930 0.787 0.08
H -3.573 -4.685 0.951 0.13
H -2.033 -2.909 2.888 0.10
H -3.234 -4.129 3.369 0.12
H -0.734 -4.969 3.515 0.10
H -1.905 -6.013 2.603 0.14
```

The calculation puts the total energy at -113069.82257 eV. As for the charge: 0. The spin multiplicity is 1. As for the gap between HOMO and LUMO: 10.5 eV.



Molecular formula: C12H36N12O24
Method: DFT, the ωB97M-V functional and the def2-TZVPD basis

Structure (XYZ):
```
84
Properties=species:S:1:pos:R:3:lowdin_charge:R:1
C 11.849 1.924 20.684 0.02
N 10.588 2.450 20.109 -0.44
O 9.586 1.795 20.331 0.05
O 10.621 3.474 19.467 0.07
H 11.709 1.898 21.759 0.08
H 12.681 2.586 20.473 0.06
H 12.022 0.952 20.242 0.09
C 15.924 3.456 21.407 0.05
N 16.943 4.441 20.923 -0.41
O 17.604 4.155 19.945 0.06
O 17.084 5.477 21.549 0.05
H 15.088 4.069 21.736 0.08
H 16.330 2.910 22.250 0.07
H 15.636 2.902 20.524 0.06
C 15.870 1.859 17.649 0.03
N 16.420 2.313 16.348 -0.43
O 16.619 3.509 16.237 0.05
O 16.643 1.478 15.496 0.08
H 14.827 1.598 17.509 0.11
H 15.990 2.695 18.326 0.06
H 16.441 1.006 17.997 0.09
C 16.397 3.976 26.632 0.06
N 16.560 4.257 25.183 -0.41
O 15.557 4.238 24.494 0.05
O 17.681 4.439 24.762 0.06
H 16.456 2.890 26.718 0.08
H 15.427 4.337 26.950 0.10
H 17.207 4.426 27.192 0.10
C 18.927 6.076 17.240 0.03
N 18.291 6.179 15.900 -0.44
O 17.112 6.492 15.865 0.04
O 18.991 5.971 14.941 0.08
H 19.792 6.723 17.270 0.10
H 19.208 5.029 17.352 0.10
H 18.198 6.291 18.006 0.06
C 13.291 6.105 23.618 0.04
N 12.516 4.847 23.743 -0.42
O 12.388 4.141 22.775 0.08
O 12.050 4.605 24.848 0.04
H 12.551 6.882 23.422 0.11
H 13.954 6.041 22.761 0.07
H 13.821 6.287 24.540 0.09
C 17.991 7.714 23.524 0.03
N 19.373 8.040 23.116 -0.44
O 19.571 9.115 22.594 0.08
O 20.225 7.205 23.346 0.05
H 17.954 6.635 23.668 0.05
H 17.313 7.944 22.710 0.10
H 17.739 8.171 24.475 0.10
C 20.536 4.397 21.541 0.05
N 20.720 4.652 20.088 -0.44
O 20.562 5.802 19.740 0.06
O 21.048 3.735 19.363 0.07
H 21.014 3.461 21.803 0.09
H 19.480 4.474 21.769 0.07
H 21.050 5.219 22.033 0.09
C 15.214 6.217 18.412 0.05
N 14.265 5.692 19.423 -0.42
O 13.946 4.522 19.347 0.06
O 13.869 6.460 20.277 0.06
H 16.184 6.380 18.865 0.08
H 14.816 7.165 18.054 0.11
H 15.241 5.545 17.560 0.09
C 19.047 0.323 24.096 0.07
N 17.786 0.849 24.720 -0.42
O 17.739 0.878 25.931 0.07
O 16.881 1.197 23.989 0.04
H 18.898 -0.745 23.982 0.11
H 19.821 0.516 24.833 0.10
H 19.216 0.846 23.165 0.09
C 16.136 -0.627 21.107 0.06
N 14.736 -0.304 20.699 -0.42
O 13.855 -1.030 21.071 0.10
O 14.574 0.729 20.066 0.02
H 16.666 0.313 21.171 0.08
H 16.531 -1.239 20.295 0.11
H 16.099 -1.212 22.016 0.10
C 13.526 1.791 25.281 0.07
N 13.809 0.985 24.056 -0.42
O 13.690 -0.219 24.113 0.08
O 14.119 1.600 23.054 0.03
H 13.010 1.142 25.979 0.10
H 12.908 2.634 24.998 0.06
H 14.526 2.041 25.618 0.07
```

The calculation puts the total energy at -80016.11639 eV. As for the charge: 0. The spin multiplicity is 1. As for the gap between HOMO and LUMO: 9.4 eV. Its relative energy (zero: lowest compared OMol25 entry of this formula, charge and spin) is 0.0 kcal per mole.